{
  "formula": "C6H11NO2",
  "method": "ωB97M-V/def2-TZVPD",
  "symbols": ["C", "C", "C", "C", "C", "N", "C", "O", "O", "H", "H", "H", "H", "H", "H", "H", "H", "H", "H", "H"],
  "xyz": [[0.80852, 1.74461, 1.01781], [-0.02147, 1.46406, 0.00301], [0.04523, 0.18646, -0.96991], [1.42169, -0.02607, -1.57298], [-0.53427, -1.02548, -0.21346], [0.45381, -1.97907, 0.32998], [-1.38953, -0.41619, 0.92234], [-1.22075, -0.68422, 2.11553], [-2.60660, 0.04197, 0.49511], [1.33144, 0.96035, 1.55239], [0.92919, 2.76514, 1.36989], [-0.58897, 2.28413, -0.43630], [-0.65449, 0.45423, -1.77148], [2.17604, -0.19002, -0.79558], [1.40890, -0.91570, -2.21223], [1.73054, 0.83613, -2.17182], [-1.19387, -1.58513, -0.88519], [1.04261, -1.48413, 0.99835], [-0.05358, -2.66004, 0.89740], [-3.08444, 0.22898, 1.32714]],
  "atomic_forces_ev_per_a": [[-0.826, -0.405, -0.457], [1.699, 0.032, -1.625], [-0.564, 1.430, 1.394], [0.219, -0.188, 0.081], [0.247, 0.106, 0.616], [-0.389, 0.660, -0.150], [-1.493, -3.055, 1.813], [0.073, 1.192, -2.116], [0.891, 0.425, 0.491], [0.386, 0.075, -0.186], [-0.325, -0.216, 0.271], [0.056, -0.045, 0.137], [0.085, -0.249, 0.162], [-0.126, 0.031, -0.159], [0.043, 0.146, 0.066], [-0.098, -0.089, 0.119], [-0.048, 0.074, 0.240], [-0.043, -0.114, -0.098], [0.156, 0.176, -0.213], [0.058, 0.014, -0.387]],
  "lowdin_charge": [0.024, -0.132, -0.302, -0.076, -0.281, 0.062, -0.486, 0.066, 0.091, 0.064, 0.060, 0.099, 0.131, 0.075, 0.083, 0.082, 0.150, 0.072, 0.084, 0.132],
  "max_force_ha_per_bohr": 0.0749,
  "multiplicity": 1,
  "e_lumo_ev": 0.7,
  "orbital_gap_ev": 10.52,
  "charge": 0,
  "smiles": "C=C[C@@H](C)[C@@H](N)C(=O)O",
  "relative_energy_kcal_mol": 39.2,
  "homo_energy_ev": -9.794
}

{
  "formula": "C3H12N2O",
  "method": "ωB97M-V/def2-TZVPD",
  "symbols": ["N", "C", "C", "N", "C", "H", "H", "H", "H", "H", "H", "H", "H", "H", "H", "H", "H", "O"],
  "xyz": [[-0.25919, 2.24022, 0.73795], [-0.72105, 0.93800, 1.03264], [0.49401, -0.06814, 1.07406], [0.07757, -1.42965, 0.91825], [0.22172, -2.00422, -0.39886], [0.64314, 2.37944, 0.31004], [-0.55490, 2.94699, 1.39266], [-1.19470, 0.97792, 1.99460], [-1.47444, 0.55390, 0.33669], [1.28225, 0.23507, 0.39033], [0.87063, -0.01462, 2.08905], [-0.87317, -1.49904, 1.27897], [-0.29321, -2.96706, -0.44838], [-0.21629, -1.38364, -1.18686], [1.26867, -2.14097, -0.62660], [0.94946, 0.67406, -2.82857], [-0.20148, -0.12280, -3.28206], [-0.01902, 0.68453, -2.78389]],
  "atomic_forces_ev_per_a": [[-0.196, -0.094, 0.186], [-0.080, 0.247, -0.426], [0.351, -0.794, 0.743], [-0.821, 1.833, -1.480], [-0.269, -1.093, 0.078], [-0.246, 0.107, -0.234], [0.438, 0.118, 0.008], [-0.410, -0.166, 0.568], [0.307, 0.009, -0.417], [-0.012, -0.333, -0.186], [0.199, 0.447, 0.416], [0.252, -0.796, 0.465], [0.196, 0.081, 0.139], [-0.089, 0.476, 0.173], [0.335, 0.006, -0.039], [-0.146, 0.460, 0.047], [-0.467, 0.173, -0.157], [0.658, -0.682, 0.115]],
  "mulliken_spin": [0.242, 0.067, 0.024, 0.547, -0.001, -0.003, -0.010, -0.002, 0.027, 0.000, 0.054, -0.010, 0.002, 0.047, 0.015, 0.000, -0.001, 0.003],
  "max_force_ha_per_bohr": 0.0485,
  "multiplicity": 2,
  "s2": 0.757,
  "e_lumo_ev": [-2.8, -8.0],
  "orbital_gap_ev": [11.58, 5.32],
  "charge": 1,
  "relative_energy_kcal_mol": 13.0,
  "homo_energy_ev": [-14.353, -13.336]
}

{
  "formula": "C31H36CdN8O3S4",
  "method": "ωB97M-V/def2-TZVPD",
  "symbols": ["Cd", "C", "N", "C", "C", "C", "C", "C", "C", "C", "N", "C", "C", "C", "C", "C", "C", "N", "C", "C", "H", "H", "H", "H", "H", "H", "H", "H", "H", "H", "H", "H", "H", "H", "H", "H", "H", "H", "H", "H", "C", "C", "N", "N", "C", "S", "N", "N", "H", "H", "H", "H", "H", "H", "S", "C", "C", "C", "C", "C", "C", "S", "H", "H", "H", "H", "N", "C", "C", "C", "C", "C", "C", "S", "O", "O", "O", "H", "H", "H", "H", "H", "H"],
  "xyz": [[1.37861, -0.87020, 0.20449], [2.09829, -4.36332, 0.03221], [1.07659, -3.58140, -0.68332], [1.25963, -3.76522, -2.11997], [-0.22694, -3.98164, -0.21111], [-0.70485, -5.24151, -0.54802], [-1.85126, -5.78066, 0.02149], [-2.48745, -5.03885, 1.01163], [-2.04136, -3.77150, 1.34921], [-0.93079, -3.15454, 0.71308], [-0.50876, -1.88767, 1.00423], [-1.31086, -1.01212, 1.72594], [-2.70815, -0.95163, 1.62157], [-3.45973, -0.00588, 2.31026], [-2.83228, 0.92525, 3.12802], [-1.44144, 0.90823, 3.21299], [-0.68543, -0.02523, 2.51859], [0.73960, 0.01561, 2.51588], [1.33279, 1.34587, 2.66860], [1.34162, -0.95582, 3.43692], [1.99604, -5.43453, -0.18912], [3.08937, -4.02584, -0.26013], [1.99173, -4.21460, 1.10741], [1.31289, -4.82704, -2.39990], [0.43924, -3.30701, -2.66824], [2.18167, -3.28444, -2.42755], [-0.14327, -5.83378, -1.26384], [-2.20322, -6.76576, -0.26306], [-3.34235, -5.45506, 1.53478], [-2.54747, -3.22910, 2.13744], [-3.20796, -1.63767, 0.94757], [-4.53930, 0.01239, 2.18918], [-3.40502, 1.66424, 3.67502], [-0.93330, 1.65488, 3.81543], [1.29652, 1.70217, 3.70918], [2.37725, 1.29647, 2.36418], [0.82446, 2.05910, 2.02070], [1.16262, -0.66506, 4.48228], [0.90907, -1.94200, 3.26174], [2.41213, -1.01187, 3.25100], [-4.03449, -1.23378, -3.04357], [-2.79094, -1.02198, -3.82532], [-2.70437, -0.99942, -5.11433], [-1.36097, -0.75768, -5.33796], [-0.61514, -0.63980, -4.22347], [0.99130, -0.36113, -3.94484], [-1.56209, -0.82816, -3.25548], [-1.31013, -0.64578, -1.89453], [-4.84490, -1.43564, -3.73835], [-4.26912, -0.34562, -2.45423], [-3.92744, -2.07345, -2.35457], [-1.01574, -0.60863, -6.26530], [-0.39015, -0.21258, -1.85218], [-1.23739, -1.54972, -1.44077], [3.80496, -1.39000, 0.79648], [4.41249, 0.27113, 0.65377], [5.64038, 0.56864, 1.27247], [6.20487, 1.83550, 1.23108], [5.53062, 2.85885, 0.57261], [4.31897, 2.59039, -0.04455], [3.74405, 1.30707, -0.04167], [2.24022, 1.11986, -0.95570], [6.15210, -0.23911, 1.78614], [7.16188, 2.01999, 1.70904], [5.94162, 3.86275, 0.53388], [3.78603, 3.38583, -0.55621], [-1.44697, 1.59639, -0.08623], [-1.22913, 2.98616, -0.24702], [-0.76043, 3.51685, -1.45025], [-0.55005, 4.88021, -1.58239], [-0.80213, 5.74817, -0.51532], [-1.24466, 5.22111, 0.68742], [-1.45621, 3.84945, 0.82078], [-0.60055, 7.51571, -0.73168], [-0.92434, 8.07731, 0.57359], [0.78884, 7.68347, -1.13087], [-1.55523, 7.85758, -1.77928], [-2.02271, 1.39625, 0.71971], [-1.81658, 1.15205, -0.91231], [-0.53799, 2.84445, -2.27531], [-0.17728, 5.29235, -2.51412], [-1.43321, 5.90328, 1.50974], [-1.80692, 3.43844, 1.76435]],
  "atomic_forces_ev_per_a": [[0.213, -0.337, 0.364], [-0.069, 0.344, 0.061], [0.046, 0.024, -0.008], [-0.106, 0.044, 0.049], [-0.026, -0.070, 0.118], [-0.170, -0.015, 0.052], [0.037, 0.046, 0.042], [0.092, 0.098, -0.042], [-0.027, -0.215, -0.055], [-0.126, 0.021, 0.072], [0.294, -0.066, -0.332], [-0.112, -0.077, -0.076], [-0.111, 0.141, -0.003], [0.057, -0.006, 0.037], [0.090, -0.138, -0.045], [-0.075, 0.034, 0.067], [0.044, 0.057, 0.112], [0.198, 0.045, 0.069], [-0.027, -0.080, 0.090], [-0.168, 0.082, -0.035], [0.002, -0.043, -0.001], [0.080, 0.099, -0.038], [-0.020, 0.025, -0.029], [0.022, -0.029, -0.038], [-0.031, 0.081, -0.011], [0.162, 0.113, -0.034], [-0.027, 0.046, 0.049], [0.006, 0.058, 0.013], [0.005, 0.039, -0.004], [0.057, -0.155, -0.055], [0.003, 0.108, 0.047], [0.096, -0.006, -0.001], [0.020, -0.005, -0.042], [-0.049, -0.065, -0.089], [-0.035, -0.006, -0.022], [0.054, -0.025, -0.004], [-0.010, -0.039, -0.041], [-0.031, 0.005, 0.013], [-0.009, 0.042, -0.020], [0.064, 0.012, -0.046], [0.077, 0.023, 0.012], [-0.020, 0.082, 0.325], [0.476, 0.092, -0.242], [-0.167, -0.011, -0.427], [-0.176, -0.241, 0.066], [0.022, 0.061, -0.291], [-0.074, -0.084, 0.470], [-0.563, -0.264, -0.310], [-0.040, 0.004, 0.001], [0.040, -0.025, 0.002], [0.015, 0.021, -0.019], [-0.014, -0.037, -0.115], [0.194, 0.227, 0.050], [0.106, -0.196, 0.152], [-0.006, -0.001, 0.033], [0.079, 0.039, 0.029], [-0.146, 0.000, -0.114], [-0.082, -0.100, -0.032], [-0.054, -0.036, -0.050], [-0.008, -0.110, -0.025], [0.070, 0.013, 0.051], [-0.053, -0.002, 0.044], [-0.030, 0.055, -0.002], [-0.053, -0.010, 0.006], [-0.031, -0.061, 0.021], [0.023, -0.068, 0.042], [0.169, 0.705, -0.099], [-0.167, -0.152, 0.240], [0.048, -0.013, -0.067], [-0.051, 0.089, 0.231], [-0.038, -0.217, -0.125], [0.020, -0.083, -0.073], [0.068, 0.171, 0.036], [-0.016, -0.248, 0.041], [-0.019, 0.148, 0.102], [0.124, 0.096, -0.049], [-0.080, 0.099, -0.095], [-0.037, -0.036, -0.082], [0.007, -0.087, 0.106], [0.012, 0.049, 0.040], [-0.048, -0.041, 0.052], [0.021, -0.073, -0.068], [-0.011, 0.037, -0.055]],
  "lowdin_charge": [1.116, -0.119, -0.244, -0.111, -0.236, -0.064, -0.130, -0.120, -0.052, -0.260, -0.033, -0.276, -0.074, -0.113, -0.119, -0.051, -0.238, -0.266, -0.086, -0.105, 0.079, 0.044, 0.086, 0.072, 0.066, 0.080, 0.098, 0.082, 0.091, 0.093, 0.101, 0.095, 0.094, 0.107, 0.082, 0.071, 0.085, 0.083, 0.077, 0.034, -0.006, -0.355, 0.103, 0.012, -0.837, 0.586, -0.096, 0.112, 0.076, 0.086, 0.081, 0.136, -0.011, 0.074, 0.387, -0.754, -0.173, -0.139, -0.130, -0.154, -0.752, 0.393, 0.075, 0.081, 0.088, 0.092, 0.108, -0.324, -0.052, -0.059, -0.279, -0.068, -0.048, 0.385, -0.395, -0.381, -0.388, 0.042, 0.043, 0.097, 0.113, 0.099, 0.089],
  "max_force_ha_per_bohr": 0.0142,
  "multiplicity": 1,
  "e_lumo_ev": 3.8,
  "orbital_gap_ev": 6.13,
  "charge": -2,
  "relative_energy_kcal_mol": 21.8,
  "homo_energy_ev": -2.334
}

{
  "formula": "C3H4NO",
  "method": "ωB97M-V/def2-TZVPD",
  "symbols": ["C", "C", "C", "N", "O", "H", "H", "H", "H"],
  "xyz": [[-0.48678, 0.21099, -0.86733], [0.89832, 0.22125, -0.56169], [0.73226, -0.61156, 1.61199], [-1.33776, -0.19252, -0.05038], [1.19262, -0.06638, 0.60457], [-0.87373, 0.38700, -1.92250], [1.78565, 0.53582, -1.04886], [0.38170, -0.08936, 2.48922], [-2.29227, -0.39525, -0.25501]],
  "atomic_forces_ev_per_a": [[-2.704, -0.323, -4.091], [0.501, 1.261, -1.143], [-1.289, -1.635, -0.412], [1.904, -0.592, 3.278], [0.600, -0.251, 3.176], [1.329, 0.182, 0.995], [0.108, 0.295, -1.408], [0.210, 0.830, 0.258], [-0.657, 0.233, -0.653]],
  "lowdin_charge": [-0.143, 0.000, 0.319, 0.214, 0.054, 0.171, 0.165, 0.117, 0.103],
  "max_force_ha_per_bohr": 0.0956,
  "multiplicity": 1,
  "e_lumo_ev": [-6.8, -6.9],
  "orbital_gap_ev": [8.40, 8.20],
  "charge": 1,
  "relative_energy_kcal_mol": 114.1,
  "homo_energy_ev": [-15.238, -15.085]
}